(1)
C30H48ClF15NbO12S as an isolated structure, computed with wB97M-V/def2-TZVPD.

HOMO-LUMO gap in hartree: 0.2423
Highest occupied orbital energy in eV: -4.73
LUMO level in eV: 1.865
Total charge: -1
F_max in eV/Å: 2.70

The geometry in XYZ format:
```
108
C30H48ClF15NbO12S wB97M-V/def2-TZVPD
C 1.16 3.45 -0.19
C 0.38 2.39 0.04
Nb 1.13 1.01 1.54
S 1.88 2.85 3.14
Cl 3.36 1.06 0.50
C 0.33 -0.71 0.34
C 1.19 -2.00 0.21
C 1.88 -2.19 -1.16
C 3.41 -2.25 -1.14
C 4.08 -1.85 -2.48
C 4.81 -0.49 -2.45
C 3.95 0.65 -3.00
C 1.87 -0.51 3.08
O 1.39 -0.10 4.36
O 1.40 -1.24 5.27
H 2.14 3.34 -0.65
H 0.91 4.47 0.14
H -0.62 2.21 -0.36
H -0.45 1.09 2.43
H 2.66 3.57 2.33
H -0.62 -1.00 0.80
H 0.09 -0.38 -0.67
H 0.51 -2.86 0.33
H 1.94 -2.11 1.01
H 1.53 -3.14 -1.58
H 1.55 -1.40 -1.85
H 3.71 -3.29 -0.94
H 3.81 -1.66 -0.31
H 4.81 -2.61 -2.76
H 3.30 -1.79 -3.25
H 5.10 -0.27 -1.42
H 5.72 -0.56 -3.05
H 2.96 0.62 -2.54
H 3.83 0.56 -4.08
H 4.37 1.63 -2.75
H 2.97 -0.51 3.08
H 1.50 -1.52 2.88
H 0.54 -1.63 5.09
C 6.97 1.79 2.82
C 6.63 0.38 2.41
O 7.75 -0.25 1.73
C 8.70 -0.75 2.48
O 8.78 -0.76 3.67
C 9.78 -1.41 1.58
F 10.10 -0.63 0.54
F 9.33 -2.58 1.10
F 10.89 -1.65 2.28
H 7.28 2.37 1.95
H 6.08 2.26 3.26
H 7.77 1.81 3.55
H 5.82 0.37 1.70
H 6.34 -0.23 3.27
C -3.25 -5.36 1.51
C -4.41 -4.83 0.70
O -4.14 -3.51 0.20
C -3.41 -3.43 -0.90
O -2.97 -4.34 -1.54
C -3.21 -1.95 -1.28
F -2.89 -1.24 -0.20
F -4.34 -1.44 -1.80
F -2.24 -1.81 -2.18
H -3.00 -4.67 2.32
H -3.51 -6.32 1.95
H -2.36 -5.49 0.89
H -5.30 -4.71 1.32
H -4.66 -5.49 -0.13
C -4.20 -2.94 -4.42
C -5.32 -2.83 -5.43
O -4.94 -2.00 -6.55
C -4.23 -2.59 -7.50
O -3.88 -3.73 -7.54
C -3.95 -1.58 -8.64
F -3.56 -0.40 -8.17
F -5.07 -1.39 -9.36
F -3.01 -2.05 -9.45
H -3.88 -1.94 -4.11
H -4.54 -3.49 -3.55
H -3.33 -3.45 -4.84
H -6.18 -2.33 -5.00
H -5.63 -3.80 -5.79
C -1.90 0.37 5.92
C -3.14 0.25 6.77
O -4.29 -0.11 5.96
C -4.43 -1.38 5.66
O -3.72 -2.29 5.98
C -5.72 -1.59 4.83
F -5.84 -0.67 3.87
F -6.79 -1.50 5.64
F -5.72 -2.79 4.27
H -2.05 1.08 5.10
H -1.05 0.71 6.52
H -1.64 -0.59 5.47
H -3.40 1.20 7.22
H -3.02 -0.49 7.56
C -1.63 9.28 -2.19
C -2.74 8.36 -2.63
O -2.45 6.99 -2.28
C -2.72 6.63 -1.03
O -3.17 7.33 -0.17
C -2.39 5.14 -0.83
F -1.21 4.83 -1.39
F -3.34 4.39 -1.42
F -2.35 4.84 0.45
H -0.68 8.95 -2.61
H -1.83 10.30 -2.53
H -1.53 9.29 -1.10
H -2.85 8.36 -3.71
H -3.70 8.65 -2.19
```



(2)
A 14-piece molecular cluster, C5H37NO14 overall, computed with wB97M-V/def2-TZVPD.

HOMO-LUMO gap in hartree: 0.3439
Highest occupied orbital energy in eV: -9.60
LUMO level in eV: -0.242
ΔE to the lowest compared entry with this formula, charge and spin in kcal per mole: 114.5
Total charge: 0
F_max in eV/Å: 3.18

The geometry in XYZ format:
```
57
C5H37NO14 wB97M-V/def2-TZVPD
O 0.18 -3.92 -3.08
C -0.73 -3.16 -2.87
C -1.03 -2.44 -1.56
C -0.93 -0.88 -1.91
C -1.69 -0.07 -0.84
C -1.64 1.44 -0.89
N -0.01 -2.81 -0.63
H -1.44 -2.80 -3.58
H -2.14 -2.78 -1.27
H -1.45 -0.75 -2.90
H 0.11 -0.63 -1.89
H -2.76 -0.32 -0.98
H -1.35 -0.37 0.17
H -2.37 1.88 -1.59
H -1.87 1.91 0.12
H -0.66 1.84 -1.03
H -0.23 -2.77 0.34
H 0.63 -3.50 -0.98
H 1.74 2.83 1.63
H 1.80 1.20 1.79
O 2.00 2.08 2.12
H 1.63 -0.65 -4.56
H 0.94 -1.88 -4.01
O 0.78 -0.96 -4.24
H 0.83 3.64 -1.57
H 1.60 2.76 -2.50
O 0.71 2.90 -2.16
H -4.90 -1.73 0.82
H -4.54 -2.87 1.77
O -4.93 -2.69 0.91
H 1.57 1.13 -3.59
H 3.15 1.37 -3.47
O 2.44 0.95 -3.95
H -3.50 -1.47 3.99
H -2.49 -2.38 3.21
O -3.45 -2.12 3.29
H 0.17 3.09 3.45
H -0.35 1.78 2.89
O -0.42 2.72 2.79
H 1.36 -1.50 -1.09
H 1.59 -0.05 -0.95
O 2.00 -0.89 -0.69
H 1.54 0.54 3.55
H 1.28 -0.58 4.49
O 0.86 0.20 4.12
H 2.81 -1.38 2.22
H 1.87 -0.79 1.11
O 1.99 -0.92 2.07
H -0.36 -1.26 3.90
H 0.07 -2.03 2.66
O -0.71 -1.80 3.17
H -0.01 3.75 1.35
H 1.31 3.74 0.70
O 0.46 4.17 0.60
H 2.65 3.87 -0.24
H 3.10 2.41 0.26
O 2.79 2.96 -0.47
```



(3)
A 14-piece molecular cluster, C36H80N8O32S6 overall, computed with wB97M-V/def2-TZVPD.

HOMO-LUMO gap in hartree: 0.3136
Highest occupied orbital energy in eV: -8.81
LUMO level in eV: -0.274
ΔE to the lowest compared entry with this formula, charge and spin in kcal per mole: 0.0
Total charge: 0
F_max in eV/Å: 5.38

The geometry in XYZ format:
```
162
C36H80N8O32S6 wB97M-V/def2-TZVPD
C -0.85 2.63 -6.11
C 0.00 1.55 -5.53
O -0.22 1.65 -4.12
S -1.76 2.13 -3.72
O -1.60 3.33 -2.96
O -2.60 1.06 -3.24
O -2.04 2.57 -5.31
H -1.08 2.53 -7.17
H -0.49 3.60 -5.75
H 1.03 1.83 -5.70
H -0.24 0.59 -6.00
C -3.10 -2.44 6.84
C -2.37 -2.63 5.47
O -1.57 -1.52 5.18
S -2.13 -0.18 6.08
O -2.67 0.90 5.24
O -1.11 0.09 7.10
O -3.31 -1.10 6.80
H -2.45 -2.71 7.67
H -4.08 -2.90 7.01
H -3.09 -2.66 4.66
H -1.87 -3.60 5.45
C 2.36 3.45 -2.13
C 2.90 4.77 -1.59
O 3.95 4.42 -0.74
S 4.66 3.05 -1.33
O 5.00 2.09 -0.28
O 5.65 3.41 -2.35
O 3.31 2.48 -2.05
H 2.01 3.60 -3.15
H 1.56 3.19 -1.44
H 2.24 5.32 -0.92
H 3.19 5.39 -2.43
C 0.24 -0.11 -1.41
C 1.29 -0.69 -0.44
O 0.68 -0.42 0.83
S -0.19 1.01 0.85
O 0.80 2.07 1.08
O -1.38 0.81 1.65
O -0.53 0.82 -0.79
H -0.48 -0.91 -1.62
H 0.65 0.34 -2.31
H 2.28 -0.23 -0.36
H 1.32 -1.77 -0.52
C -2.45 -3.31 1.84
C -1.35 -2.27 2.11
O -0.13 -2.96 2.41
S -0.43 -4.62 2.58
O 0.31 -5.06 3.76
O -0.08 -5.40 1.38
O -2.04 -4.34 2.75
H -2.48 -3.71 0.83
H -3.43 -2.94 2.13
H -1.60 -1.51 2.85
H -1.23 -1.70 1.19
C -6.09 -1.65 -0.27
C -6.16 -3.16 -0.53
O -5.16 -3.35 -1.51
S -4.02 -2.11 -1.77
O -4.27 -1.36 -2.96
O -2.71 -2.60 -1.49
O -4.70 -1.35 -0.42
H -6.57 -1.48 0.70
H -6.65 -1.03 -0.97
H -7.16 -3.37 -0.91
H -5.82 -3.67 0.37
C 2.01 -0.33 3.77
C 2.64 0.04 5.09
O 3.46 -0.70 5.54
N 2.37 1.23 5.61
C 2.93 1.92 6.81
H 1.00 0.04 3.66
H 1.97 -1.42 3.70
H 2.77 -0.02 3.05
H 1.91 1.85 4.97
H 2.91 2.98 6.57
H 3.91 1.47 6.95
H 2.27 1.74 7.66
C 5.45 -1.16 1.32
C 4.45 -2.13 0.65
O 4.43 -2.43 -0.52
N 3.64 -2.80 1.51
C 2.84 -4.01 1.23
H 6.50 -1.40 1.19
H 5.42 -1.12 2.41
H 5.14 -0.16 0.99
H 3.87 -2.67 2.48
H 2.29 -4.20 2.16
H 3.44 -4.91 1.07
H 2.10 -4.01 0.42
C 4.91 -5.29 -2.32
C 3.44 -5.64 -2.54
O 3.16 -6.81 -2.85
N 2.57 -4.63 -2.33
C 1.14 -4.80 -2.28
H 5.24 -4.40 -2.85
H 5.42 -6.18 -2.69
H 5.04 -5.27 -1.24
H 2.89 -3.68 -2.19
H 0.51 -4.05 -2.75
H 0.82 -4.99 -1.25
H 0.89 -5.70 -2.84
C 2.08 -3.21 -6.25
C 0.60 -2.83 -6.10
O -0.17 -3.09 -7.03
N 0.25 -2.35 -4.93
C -1.05 -1.96 -4.49
H 2.30 -3.57 -7.25
H 2.43 -3.88 -5.46
H 2.78 -2.38 -6.14
H 1.02 -2.15 -4.30
H -0.89 -0.99 -4.02
H -1.64 -2.58 -3.82
H -1.67 -1.74 -5.37
C -2.24 3.57 0.32
C -2.62 5.06 0.39
O -1.77 5.98 0.34
N -3.92 5.34 0.60
C -4.48 6.74 0.56
H -1.80 3.27 1.27
H -1.60 3.42 -0.55
H -3.14 2.97 0.16
H -4.41 4.50 0.87
H -5.33 6.71 -0.12
H -3.79 7.45 0.10
H -4.81 7.15 1.52
C 3.06 0.48 -4.19
C 3.33 -0.73 -3.36
O 2.46 -1.57 -3.14
N 4.52 -0.88 -2.79
C 5.74 -0.21 -3.16
H 2.69 0.22 -5.19
H 3.88 1.20 -4.15
H 2.17 0.96 -3.78
H 4.59 -1.54 -2.02
H 6.52 -0.58 -2.50
H 5.67 0.87 -3.09
H 6.08 -0.43 -4.17
C -1.64 4.22 3.60
C -0.18 3.73 3.66
O 0.23 2.81 4.37
N 0.69 4.43 2.91
C 2.22 4.28 2.88
H -1.92 4.84 4.45
H -2.26 3.33 3.46
H -1.81 4.99 2.86
H 0.25 5.26 2.53
H 2.38 3.21 3.04
H 2.55 4.95 3.67
H 2.66 4.58 1.92
C -6.10 1.74 -1.16
C -5.83 2.18 0.21
O -6.31 3.26 0.61
N -5.13 1.35 1.02
C -4.76 1.51 2.41
H -7.03 1.19 -1.29
H -5.35 1.08 -1.60
H -6.19 2.61 -1.81
H -4.76 0.50 0.62
H -4.25 2.46 2.59
H -4.10 0.68 2.66
H -5.67 1.39 2.99
```